{
  "formula": "C2H8O5",
  "method": "ωB97M-V/def2-TZVPD",
  "species": ["C", "O", "C", "O", "H", "H", "H", "H", "H", "H", "O", "O", "O", "H", "H"],
  "xyz": [[1.45, 0.55, 0.81], [0.47, 0.76, -0.21], [-0.97, 1.02, 0.29], [-0.95, 2.37, 0.17], [2.42, 0.43, 0.33], [1.22, -0.35, 1.38], [1.45, 1.41, 1.49], [-1.08, 0.68, 1.33], [-1.60, 0.51, -0.45], [-0.06, 2.32, -0.45], [0.30, -1.56, -1.71], [0.03, -2.32, -0.56], [-1.35, -2.23, -0.25], [0.44, -0.66, -1.36], [-1.76, -2.91, -0.81]],
  "total_charge": 0,
  "lumo_energy_ev": 0.8120,
  "de_lowest_kj_mol": 717.6,
  "gap_ev": 11.393
}



{
  "formula": "C2H8OS",
  "method": "ωB97M-V/def2-TZVPD",
  "species": ["C", "C", "O", "H", "H", "H", "H", "H", "H", "S", "H", "H"],
  "xyz": [[0.43, 2.27, 2.13], [-0.57, 1.32, 2.73], [-1.52, 0.88, 1.76], [-0.07, 3.20, 1.90], [1.10, 2.58, 2.93], [1.00, 1.96, 1.26], [-1.09, 1.84, 3.54], [-0.10, 0.44, 3.15], [-2.42, 1.02, 2.08], [0.90, -2.26, -3.13], [0.79, -1.00, -3.57], [0.09, -2.86, -4.00]],
  "total_charge": 0,
  "lumo_energy_ev": 0.9154,
  "de_lowest_kj_mol": 64.6,
  "gap_ev": 10.601
}



{
  "formula": "C2H8OS2",
  "method": "ωB97M-V/def2-TZVPD",
  "species": ["C", "C", "S", "S", "H", "H", "H", "H", "H", "H", "O", "H", "H"],
  "xyz": [[-2.16, -1.11, 1.18], [-1.31, -1.62, -0.01], [-1.05, -0.36, -1.23], [0.67, -0.95, -2.32], [-1.75, -0.14, 1.51], [-3.19, -0.90, 0.89], [-2.20, -1.83, 2.08], [-0.32, -1.96, 0.24], [-1.82, -2.40, -0.64], [-0.01, -1.36, -3.36], [3.67, 4.60, 4.77], [3.14, 5.26, 5.33], [3.81, 3.85, 5.48]],
  "total_charge": 0,
  "lumo_energy_ev": 0.4591,
  "de_lowest_kj_mol": 73.3,
  "gap_ev": 9.280
}



{
  "formula": "C2H8OS2",
  "method": "ωB97M-V/def2-TZVPD",
  "species": ["C", "O", "H", "H", "H", "H", "C", "S", "S", "H", "H", "H", "H"],
  "xyz": [[-1.93, 1.08, 0.31], [-1.76, -0.27, 0.18], [-2.97, 1.37, 0.04], [-1.71, 1.69, 1.25], [-1.30, 1.62, -0.51], [-0.74, -0.52, 0.27], [1.67, -0.72, -1.16], [1.44, 0.52, 0.08], [0.32, -1.08, 1.63], [1.41, -1.80, -1.12], [2.81, -0.73, -1.19], [1.26, -0.34, -2.10], [1.51, -0.81, 2.34]],
  "total_charge": 0,
  "lumo_energy_ev": -1.6663,
  "de_lowest_kj_mol": 320.9,
  "gap_ev": 7.674
}



{
  "formula": "C2H8OS2",
  "method": "ωB97M-V/def2-TZVPD",
  "species": ["C", "S", "S", "C", "H", "H", "H", "H", "H", "H", "O", "H", "H"],
  "xyz": [[-0.23, -2.58, 0.06], [0.09, -0.93, -0.65], [-0.04, 0.28, 1.04], [1.56, 1.12, 0.95], [-0.93, -2.45, 0.88], [0.69, -2.91, 0.54], [-0.62, -3.24, -0.70], [1.35, 2.06, 1.48], [1.88, 1.36, -0.05], [2.32, 0.63, 1.54], [-2.29, 1.93, -1.69], [-2.33, 2.75, -2.20], [-1.45, 1.97, -1.20]],
  "total_charge": 0,
  "lumo_energy_ev": 0.6449,
  "de_lowest_kj_mol": 41.6,
  "gap_ev": 9.000
}



{
  "formula": "C2H8OS2",
  "method": "ωB97M-V/def2-TZVPD",
  "species": ["C", "S", "S", "C", "H", "H", "H", "H", "H", "H", "O", "H", "H"],
  "xyz": [[-1.36, 1.02, -2.06], [-1.03, 2.74, -1.33], [0.14, 2.46, 0.33], [-0.68, 1.02, 1.12], [-1.85, 1.19, -3.09], [-1.94, 0.37, -1.41], [-0.38, 0.55, -2.31], [-1.12, 1.46, 2.00], [0.19, 0.37, 1.35], [-1.22, 0.41, 0.41], [3.17, -4.19, 1.68], [3.13, -3.65, 2.46], [2.93, -3.76, 0.86]],
  "total_charge": 0,
  "lumo_energy_ev": 0.4097,
  "de_lowest_kj_mol": 94.2,
  "gap_ev": 8.555
}



{
  "formula": "C2H8OS2",
  "method": "ωB97M-V/def2-TZVPD",
  "species": ["C", "C", "S", "S", "H", "H", "H", "H", "H", "H", "O", "H", "H"],
  "xyz": [[-0.12, -0.17, -1.52], [0.66, -1.37, -0.96], [0.96, -1.33, 0.76], [2.04, 0.44, 1.13], [0.04, -0.19, -2.61], [0.17, 0.82, -1.14], [-1.20, -0.33, -1.32], [0.10, -2.28, -1.27], [1.64, -1.40, -1.46], [3.29, -0.05, 0.97], [-2.30, 1.64, 2.56], [-3.01, 2.03, 3.11], [-2.27, 2.19, 1.75]],
  "total_charge": 0,
  "lumo_energy_ev": 0.5518,
  "de_lowest_kj_mol": 41.8,
  "gap_ev": 9.475
}



{
  "formula": "C2H8OSi2",
  "method": "ωB97M-V/def2-TZVPD",
  "species": ["C", "C", "O", "Si", "Si", "H", "H", "H", "H", "H", "H", "H", "H"],
  "xyz": [[-1.85, -1.05, 0.11], [2.10, -0.38, -0.47], [-0.20, 1.18, 0.20], [-1.82, 0.80, -0.05], [1.40, 1.20, 0.37], [-2.82, -1.59, 0.32], [-1.43, -1.49, -0.76], [-1.28, -1.54, 1.03], [1.89, -0.09, -1.47], [3.24, -0.41, -0.32], [1.62, -1.25, -0.24], [-2.59, 2.03, 0.88], [1.75, 2.62, 0.40]],
  "total_charge": 0,
  "lumo_energy_ev": [0.4138, -0.4689],
  "de_lowest_kj_mol": 231.3,
  "gap_ev": [7.746, 5.800]
}



{
  "formula": "C2H8S2",
  "method": "ωB97M-V/def2-TZVPD",
  "species": ["S", "H", "H", "C", "S", "C", "H", "H", "H", "H", "H", "H"],
  "xyz": [[-1.63, 4.53, 2.27], [-1.92, 5.10, 1.08], [-0.77, 3.55, 1.80], [0.68, -0.14, -1.01], [0.92, -1.17, 0.46], [0.31, -2.77, -0.11], [0.00, 0.67, -0.76], [0.26, -0.74, -1.82], [1.63, 0.30, -1.30], [-0.37, -2.67, -0.95], [1.14, -3.43, -0.34], [-0.27, -3.24, 0.69]],
  "spin_multiplicity": 2,
  "total_charge": -1,
  "lumo_energy_ev": [3.1305, 3.1487],
  "de_lowest_kj_mol": 124.1,
  "gap_ev": [2.098, 8.599]
}



{
  "formula": "C2H8S2",
  "method": "ωB97M-V/def2-TZVPD",
  "species": ["C", "C", "S", "H", "H", "H", "H", "H", "H", "S", "H", "H"],
  "xyz": [[-1.95, -0.69, 0.17], [-1.37, -0.70, -1.24], [-1.10, 0.96, -1.93], [-1.29, -0.13, 0.85], [-2.05, -1.72, 0.54], [-2.95, -0.22, 0.17], [-0.37, -1.17, -1.25], [-2.01, -1.28, -1.93], [-2.39, 1.35, -1.88], [5.13, 0.82, 2.66], [4.21, 1.53, 1.97], [6.13, 1.25, 1.87]],
  "total_charge": 0,
  "lumo_energy_ev": 0.7425,
  "de_lowest_kj_mol": 17.9,
  "gap_ev": 9.820
}



{
  "formula": "C2H8S3",
  "method": "ωB97M-V/def2-TZVPD",
  "species": ["C", "S", "S", "H", "H", "H", "H", "C", "S", "H", "H", "H", "H"],
  "xyz": [[0.43, -0.40, 0.12], [2.05, 0.40, -0.04], [3.19, -1.22, -0.69], [0.15, -0.83, -0.83], [-0.27, 0.40, 0.38], [0.56, -1.11, 0.93], [4.00, -1.20, 0.39], [-3.06, 1.39, 1.25], [-3.80, 0.43, -0.11], [-2.35, 0.76, 1.78], [-2.58, 2.29, 0.89], [-3.81, 1.63, 2.00], [-2.94, -0.62, -0.35]],
  "total_charge": 0,
  "lumo_energy_ev": 0.4643,
  "de_lowest_kj_mol": 40.2,
  "gap_ev": 9.279
}



{
  "formula": "C2H8S4",
  "method": "ωB97M-V/def2-TZVPD",
  "species": ["C", "S", "S", "H", "H", "H", "H", "C", "S", "S", "H", "H", "H", "H"],
  "xyz": [[-2.95, 2.08, -3.19], [-2.23, 1.50, -1.67], [-1.28, -0.24, -2.17], [-3.15, 3.16, -3.13], [-3.93, 1.62, -3.34], [-2.39, 1.88, -4.10], [-2.33, -1.06, -2.33], [2.32, -0.83, 2.06], [3.66, -0.75, 3.24], [3.69, -2.51, 4.26], [2.63, -0.80, 1.01], [1.67, 0.03, 2.22], [1.70, -1.73, 2.12], [2.58, -2.35, 5.00]],
  "total_charge": 0,
  "lumo_energy_ev": 0.5103,
  "de_lowest_kj_mol": 29.9,
  "gap_ev": 9.314
}